DFT (ωB97M-V with the def2-TZVPD basis set) results for C2H3CuO2 as an isolated structure.

ΔE to the lowest compared entry with this formula, charge and spin = 101.08 kcal/mol
LUMO level (alpha / beta) = -0.1884 / -0.2756 Eh
HOMO-LUMO gap (alpha / beta) = 11.2 / 8.6 eV
HOMO (alpha / beta) = -16.317 / -16.103 eV
Calculated total energy = -1868.44554 hartree
Expectation value of S² = 0.7565

Structure (ORCA input):
```
! wB97M-V def2-TZVPD RIJCOSX def2/J DEFGRID3
* xyz 1 2
O -0.4718 -2.3040 0.3883
Cu 0.6091 -0.7816 0.4848
O -1.2449 -1.2251 0.9758
C 0.1241 1.3607 -0.4499
C 1.2281 1.0171 -0.8467
H -0.6150 1.8544 0.1706
H -1.9264 -0.8918 0.3017
H 2.2968 0.9705 -1.0246
*
```

How is the electron density shared among the atoms? According to Mulliken, the charges in e are: number 1, O, carries -0.177; number 2, Cu, carries 0.568; number 3, O, carries -0.194; number 4, C, carries -0.062; number 5, C, carries -0.422; number 6, H, carries 0.431; number 7, H, carries 0.425; number 8, H, carries 0.431


DFT (ωB97M-V with the def2-TZVPD basis set) results for C44H24Cl5N4O4Ti as an isolated structure.

LUMO level (alpha / beta) = 0.0541 / 0.0411 Eh
HOMO-LUMO gap (alpha / beta) = 4.5 / 5.6 eV
HOMO (alpha / beta) = -3.001 / -4.482 eV
Calculated total energy = -5361.47841 hartree
Expectation value of S² = 2.0720

Structure (ORCA input):
```
! wB97M-V def2-TZVPD RIJCOSX def2/J DEFGRID3
* xyz -1 3
Ti -0.0916 -0.5397 -0.1749
Cl 7.2187 2.8424 -5.4418
C 6.0992 2.2192 -4.2169
C 5.9477 2.8189 -2.9867
C 4.9709 2.2822 -2.1514
C 4.2034 1.1649 -2.4645
C 4.5215 0.5397 -3.6708
C 5.4279 1.0695 -4.5422
C 2.9537 0.7855 -1.6155
C 1.7279 1.1702 -2.2270
C 1.5692 1.8630 -3.5134
C 0.2297 1.9423 -3.6862
C -0.4584 1.4757 -2.5015
C -1.8374 1.7174 -2.3225
C -2.6467 2.2879 -3.4458
C -2.7705 3.6413 -3.7666
C -3.5523 4.0644 -4.8164
C -4.3227 3.1212 -5.4704
Cl -5.3842 3.5639 -6.7702
C -4.2908 1.7917 -5.1361
C -3.4259 1.3602 -4.1679
C -2.4735 1.3674 -1.1329
N -1.8803 0.6615 -0.1243
C -2.7518 0.7272 0.9926
C -2.5532 0.1810 2.3025
C -3.6251 0.3281 3.2628
C -4.4099 -0.7773 3.6657
C -5.3855 -0.6843 4.6451
C -5.6722 0.5579 5.1989
Cl -7.0005 0.7819 6.2973
C -4.9649 1.7014 4.7830
C -4.0259 1.5838 3.7821
C -1.3775 -0.5619 2.6473
C -1.2683 -1.3423 3.9209
C -0.1001 -2.0031 3.8939
C 0.5929 -1.6344 2.6534
N -0.2610 -0.7851 1.9480
C 1.8943 -1.9537 2.3402
C 2.6038 -1.4226 1.2114
C 3.9890 -1.2655 1.1224
C 4.3184 -0.4333 0.0708
C 3.0721 0.0166 -0.4782
N 2.0003 -0.5438 0.1770
C 2.5807 -2.9574 3.1463
C 2.9572 -4.1671 2.4670
C 3.5301 -5.2686 3.0753
C 3.7296 -5.1368 4.4777
Cl 4.3201 -6.4911 5.4332
C 3.4795 -3.9622 5.1739
C 2.9731 -2.8596 4.4847
C -3.9598 1.4110 0.5918
C -3.7475 1.8301 -0.7312
N 0.4768 0.8885 -1.6744
H 6.5994 3.6585 -2.6678
H 4.7061 2.7983 -1.1934
H 3.8817 -0.2516 -4.0080
H 5.6453 0.6017 -5.4712
H 2.3159 2.2034 -4.2101
H -0.3206 2.2890 -4.5615
H -2.2526 4.4049 -3.1867
H -3.6191 5.0988 -5.1153
H -4.8714 1.0868 -5.7039
H -3.4183 0.3213 -3.8994
H -4.1762 -1.7429 3.2785
H -5.9850 -1.5358 4.9335
H -5.2716 2.6202 5.2256
H -3.4990 2.4311 3.4304
H -2.0072 -1.2902 4.6839
H 0.2658 -2.7124 4.5987
H 4.5360 -1.8148 1.8835
H 5.3059 -0.1551 -0.1907
H 2.7582 -4.2728 1.4307
H 3.8577 -6.1477 2.5448
H 3.7575 -3.9294 6.2545
H 2.8359 -1.8653 4.9468
H -4.7735 1.4977 1.3257
H -4.4813 2.4049 -1.3162
O 0.1554 -3.6906 -2.0207
Cl -0.9917 -2.9747 -1.5680
O -0.8136 -2.5466 -0.1464
O -2.1725 -3.7625 -1.5798
O -1.1175 -1.6923 -2.2328
*
```

Mulliken atomic charge list, values in e, 8 entries: number 1, Ti, carries 0.348; number 2, Cl, carries -0.243; number 3, C, carries 0.488; number 4, C, carries -0.773; number 5, C, carries 0.038; number 6, C, carries -0.657; number 7, C, carries -0.328; number 8, C, carries -0.732


DFT (ωB97M-V with the def2-TZVPD basis set) results for a 2-piece molecular cluster, C2H6O2 overall.

ΔE to the lowest compared entry with this formula, charge and spin = 4.78 kcal/mol
LUMO level = 0.0283 Eh
SMILES = O=CO.C
HOMO-LUMO gap = 11.9 eV
HOMO = -11.176 eV
Calculated total energy = -230.27300 hartree

Structure (ORCA input):
```
! wB97M-V def2-TZVPD RIJCOSX def2/J DEFGRID3
* xyz 0 1
C -0.9422 -0.5611 -1.9838
H -1.0823 0.2749 -1.3073
H -0.8448 -0.2052 -3.0076
H -0.0154 -1.0480 -1.6893
H -1.7658 -1.2670 -1.9136
O 0.3296 0.2893 0.7987
C 1.0494 0.7612 1.6226
O 0.8314 0.6678 2.9669
H 1.9774 1.3075 1.4142
H 0.4628 -0.2195 3.0992
*
```

Mulliken atomic charge list, values in e, 8 entries: number 1, C, carries -0.931; number 2, H, carries 0.210; number 3, H, carries 0.282; number 4, H, carries 0.208; number 5, H, carries 0.251; number 6, O, carries -0.443; number 7, C, carries 0.227; number 8, O, carries -0.443


DFT (ωB97M-V with the def2-TZVPD basis set) results for C36H37BF2N2O5P2RuS as an isolated structure.

ΔE to the lowest compared entry with this formula, charge and spin = 18.33 kcal/mol
LUMO level (alpha / beta) = 0.0182 / -0.0214 Eh
HOMO-LUMO gap (alpha / beta) = 7.7 / 8.0 eV
HOMO (alpha / beta) = -7.240 / -8.600 eV
Calculated total energy = -3280.27333 hartree
Expectation value of S² = 6.0137

Structure (ORCA input):
```
! wB97M-V def2-TZVPD RIJCOSX def2/J DEFGRID3
* xyz 0 5
Ru -0.0305 -0.3278 0.0984
C 7.7060 0.0945 -2.8607
C 6.3439 -0.3997 -2.4573
C 6.1526 -1.7032 -2.0139
C 4.8923 -2.1520 -1.6418
C 3.8156 -1.2890 -1.7239
C 3.9861 0.0225 -2.1464
C 5.2436 0.4578 -2.5163
S 2.2270 -1.7689 -1.0928
O 2.2107 -3.1990 -0.8980
O 1.1978 -1.2345 -1.9920
N 2.0779 -0.9208 0.2411
C 2.6894 -1.3800 1.4695
C 1.9610 -0.7090 2.6547
O 2.5805 -0.3863 3.6511
O 0.6878 -0.5511 2.4594
H 8.4331 -0.7155 -2.8627
H 8.0513 0.8671 -2.1712
H 7.6760 0.5363 -3.8576
H 6.9964 -2.3804 -1.9647
H 4.7325 -3.1632 -1.2900
H 3.1297 0.6841 -2.1747
H 5.3851 1.4762 -2.8612
H 3.7489 -1.1155 1.5222
H 2.5934 -2.4666 1.5851
N -1.2347 2.4894 0.7048
P -1.3603 1.7301 -0.8131
C -3.0186 2.3029 -1.3243
C -3.3108 2.6500 -2.6413
C -4.5828 3.0878 -2.9753
C -5.5740 3.1633 -2.0072
C -5.2975 2.7834 -0.7012
C -4.0262 2.3485 -0.3617
C -0.2882 2.7308 -1.9100
C -0.4003 4.1195 -1.9332
C 0.4872 4.8722 -2.6841
C 1.4842 4.2436 -3.4183
C 1.5932 2.8619 -3.4070
C 0.7079 2.1033 -2.6525
P -0.3564 1.4473 1.7940
C -1.0356 1.8885 3.4259
C -1.6089 3.1412 3.6394
C -2.0692 3.4914 4.8980
C -1.9703 2.5924 5.9511
C -1.4130 1.3408 5.7391
C -0.9463 0.9858 4.4818
C 1.2505 2.3535 1.8377
C 1.6701 3.0792 2.9493
C 2.8489 3.8109 2.9075
C 3.6256 3.8252 1.7619
C 3.2179 3.1071 0.6472
C 2.0400 2.3824 0.6874
H -1.1525 3.4975 0.7330
H -2.5421 2.5837 -3.4009
H -4.8031 3.3771 -3.9950
H -6.5634 3.5143 -2.2710
H -6.0746 2.8291 0.0509
H -3.7990 2.0549 0.6555
H -1.1887 4.6054 -1.3693
H 0.4045 5.9517 -2.6964
H 2.1745 4.8367 -4.0045
H 2.3668 2.3717 -3.9858
H 0.7818 1.0219 -2.6347
H -1.6854 3.8510 2.8265
H -2.4961 4.4736 5.0581
H -2.3273 2.8721 6.9340
H -1.3320 0.6395 6.5596
H -0.4835 0.0233 4.3105
H 1.0866 3.0655 3.8586
H 3.1606 4.3712 3.7801
H 4.5469 4.3933 1.7371
H 3.8203 3.1079 -0.2534
H 1.7292 1.8280 -0.1830
C -3.1314 -3.5182 -1.1359
C -1.6957 -3.0378 -1.0325
C -1.1679 -3.0775 0.3953
O -1.6383 -1.6562 -1.4961
H -3.1868 -4.5640 -0.8361
H -3.4853 -3.4320 -2.1640
H -3.7819 -2.9239 -0.4925
H -1.0519 -3.6341 -1.6813
H -1.5551 -2.2164 0.9623
H -0.0780 -3.0922 0.4032
H -1.5127 -3.9768 0.9039
F -1.5235 -0.0759 -3.1869
B -1.5557 -1.3532 -2.8005
F -1.5550 -2.2623 -3.7689
*
```

Mulliken atomic charge list, values in e, 8 entries: number 1, Ru, carries 0.219; number 2, C, carries -1.417; number 3, C, carries 0.956; number 4, C, carries -0.814; number 5, C, carries -0.556; number 6, C, carries -0.980; number 7, C, carries 0.157; number 8, C, carries -0.747


DFT (ωB97M-V with the def2-TZVPD basis set) results for one molecule with the formula C4H9N.

ΔE to the lowest compared entry with this formula, charge and spin = 20.31 kcal/mol
LUMO level = 0.0424 Eh
SMILES = C[C@H]1C[C@H]1N
HOMO-LUMO gap = 10.2 eV
HOMO = -9.029 eV
Calculated total energy = -212.51880 hartree

Structure (ORCA input):
```
! wB97M-V def2-TZVPD RIJCOSX def2/J DEFGRID3
* xyz 0 1
C 1.5278 -0.6821 -0.1628
C 0.6056 0.3685 0.4677
C -0.2102 1.2604 -0.4909
C -0.8477 0.2473 0.4257
H 1.7473 -1.4953 0.6185
H 2.4430 -0.1595 -0.5210
H 0.9786 -1.0752 -1.0102
H 0.9568 0.9175 1.3271
H -0.4454 2.2777 -0.2465
H -0.1887 0.9260 -1.5269
H -1.3323 0.7024 1.3321
H -1.3184 -1.6902 0.3891
H -2.4616 -0.7109 -0.3859
N -1.4549 -0.8868 -0.2158
*
```

Mulliken atomic charge list, values in e, 8 entries: number 1, C, carries -1.202; number 2, C, carries -0.014; number 3, C, carries -0.849; number 4, C, carries 0.090; number 5, H, carries 0.260; number 6, H, carries 0.320; number 7, H, carries 0.333; number 8, H, carries 0.361